No. 1
Density functional theory data (wB97M-V/def2-TZVPD) for an isolated molecule of C5H8N2.

The geometry in XYZ format:
```
15
Properties=species:S:1:pos:R:3
C 0.05 0.59 -2.11
N 0.39 1.01 -0.75
C 1.50 0.31 -0.31
N 1.28 -0.45 0.72
C -0.07 -0.24 1.03
C -0.72 -1.03 2.11
C -0.60 0.67 0.18
H -0.85 1.09 -2.47
H 0.89 0.80 -2.78
H -0.09 -0.50 -2.05
H 2.43 0.36 -0.87
H -0.54 -2.10 1.94
H -0.29 -0.77 3.08
H -1.80 -0.87 2.13
H -1.58 1.14 0.14
```

Summary:
Charge: 0
E_HOMO, eV: -8.802
HOMO-LUMO gap, eV: 9.78
Structure (SMILES): Cc1cn(C)cn1
Relative energy (zero: lowest compared OMol25 entry of this formula, charge and spin), eV: 0.7286
LUMO level, hartree: 0.0358


No. 2
Density functional theory data (wB97M-V/def2-TZVPD) for a structure of composition C26H43F3O2P2Pb at a distorted geometry.

The geometry in XYZ format:
```
77
Properties=species:S:1:pos:R:3
Pb -0.35 0.32 2.17
C 0.95 0.07 4.58
C 2.00 0.65 3.80
C 0.18 2.15 3.76
C -0.19 1.01 4.58
C 1.54 1.91 3.28
C 1.08 -1.18 5.33
H 1.73 -1.95 4.86
H 0.10 -1.66 5.43
H 1.40 -0.94 6.36
C -1.54 0.86 5.12
H -1.66 -0.16 5.47
H -2.40 1.01 4.43
H -1.62 1.48 6.02
C -0.70 3.30 3.43
H -0.63 3.96 4.32
H -1.77 3.03 3.29
H -0.35 3.86 2.55
C 2.31 2.86 2.43
H 2.83 3.55 3.13
H 1.68 3.50 1.76
H 3.08 2.38 1.80
C 3.35 0.07 3.59
H 3.98 0.58 4.35
H 3.79 0.27 2.59
H 3.39 -1.03 3.78
C -0.76 -1.89 1.42
C 0.37 -2.20 2.13
C 1.74 -2.42 1.57
C 2.15 -1.46 0.40
C 1.77 0.00 0.47
C 0.66 0.53 -0.09
C -0.48 -0.30 -0.73
C -0.84 -1.68 -0.08
H 1.66 -3.46 1.21
H 1.74 -1.85 -0.54
H 2.50 -2.41 2.37
H -0.20 -2.48 -0.47
H -1.73 -1.75 1.97
H 0.28 -2.44 3.20
H -1.89 -1.89 -0.31
H -1.40 0.29 -0.84
H 0.48 1.65 -0.08
H -0.09 -0.49 -1.74
H 3.24 -1.49 0.35
H 2.55 0.68 0.89
P -1.01 -0.53 -5.00
P -0.66 2.24 -6.56
C -1.03 -0.57 -6.88
C -1.37 0.78 -7.52
H -1.78 -1.33 -7.16
H -0.04 -0.92 -7.21
H -0.96 0.84 -8.54
H -2.46 0.92 -7.56
C -1.48 3.62 -7.47
H -1.02 4.55 -7.15
H -2.54 3.64 -7.20
H -1.38 3.50 -8.56
C 1.00 2.29 -7.37
H 0.91 2.30 -8.47
H 1.59 1.42 -7.05
H 1.51 3.20 -7.04
C -2.46 -1.62 -4.68
H -2.51 -1.82 -3.60
H -2.37 -2.56 -5.24
H -3.38 -1.09 -4.98
C 0.36 -1.72 -4.67
H 1.31 -1.26 -4.94
H 0.21 -2.65 -5.24
H 0.36 -1.95 -3.59
F -1.65 -3.51 6.76
C -2.02 -2.27 6.38
F -3.27 -2.05 6.86
F -1.19 -1.38 7.04
C -2.10 -2.30 4.86
O -2.97 -3.18 4.35
O -1.50 -1.42 4.12
```

Summary:
Charge: +2
E_HOMO (spin up / spin down), eV: -12.714 / -12.711
HOMO-LUMO gap (spin up / spin down), eV: 3.68 / 5.17
LUMO level (spin up / spin down), hartree: -0.3321 / -0.2772


No. 3
Density functional theory data (wB97M-V/def2-TZVPD) for an isolated molecule of C6H14NO3P at a distorted geometry.

The geometry in XYZ format:
```
25
Properties=species:S:1:pos:R:3
C 0.28 0.39 -0.62
C -2.14 -1.25 1.60
C -1.22 2.21 -2.03
C 2.12 -0.50 1.51
C -1.20 -1.11 0.42
C 0.14 1.46 -1.62
N 1.00 1.61 -0.33
O 0.91 -0.77 -0.93
O 3.65 -1.00 -0.33
O -0.80 0.31 0.27
P 2.23 -1.18 -0.07
H -2.36 -2.42 1.77
H -1.68 -0.80 2.39
H -3.04 -0.67 1.43
H -1.71 1.58 -2.77
H -1.98 2.16 -1.19
H -1.23 3.18 -2.47
H 1.15 -0.93 1.81
H 2.96 -0.71 2.18
H 2.06 0.60 1.41
H -1.78 -1.35 -0.55
H -0.33 -1.67 0.49
H 0.66 1.02 -2.46
H 0.62 2.25 0.29
H 1.69 -2.40 -0.19
```

Summary:
Charge: 0
E_HOMO, eV: -9.177
HOMO-LUMO gap, eV: 9.95
Structure (SMILES): CCO[C@]1(O[P@H](C)=O)N[C@@H]1C
Relative energy (zero: lowest compared OMol25 entry of this formula, charge and spin), eV: 2.8765
LUMO level, hartree: 0.0283


No. 4
Density functional theory data (wB97M-V/def2-TZVPD) for an isolated molecule of C4H6O2 at a distorted geometry.

The geometry in XYZ format:
```
12
Properties=species:S:1:pos:R:3
O -1.46 1.25 -1.42
C -1.61 0.24 -0.78
O -0.18 -0.56 -0.28
C 0.84 0.40 -0.26
C 2.03 -0.06 0.09
C -1.13 -0.27 0.89
H -2.19 -0.62 -1.16
H 0.55 1.43 -0.48
H 2.12 -1.13 0.26
H 2.87 0.60 0.23
H -1.55 -1.24 1.22
H -0.46 0.01 1.75
```

Summary:
Charge: 0
E_HOMO, eV: -9.101
HOMO-LUMO gap, eV: 10.10
Relative energy (zero: lowest compared OMol25 entry of this formula, charge and spin), eV: 4.9151
LUMO level, hartree: 0.0368


No. 5
Density functional theory data (wB97M-V/def2-TZVPD) for a cluster of 11 separate species, C62H157N11O20 in total at a distorted geometry.

The geometry in XYZ format:
```
250
Properties=species:S:1:pos:R:3
C -8.06 5.78 -4.23
C -7.34 6.47 -3.01
C -6.68 7.87 -3.30
O -5.97 7.84 -4.54
C -4.75 7.09 -4.44
N -8.20 6.52 -1.82
H -8.72 5.01 -3.83
H -7.37 5.44 -5.00
H -8.78 6.45 -4.70
H -6.51 5.94 -2.54
H -6.12 8.43 -2.56
H -7.48 8.56 -3.55
H -4.92 6.02 -4.47
H -4.19 7.33 -3.53
H -4.14 7.42 -5.28
H -7.76 6.84 -0.97
H -8.33 5.55 -1.59
C 2.98 1.73 1.01
C 2.41 0.30 0.86
C 1.33 0.10 -0.24
O 0.88 1.41 -0.69
C -0.20 1.33 -1.56
N 3.42 -0.75 0.85
H 3.70 1.74 1.83
H 2.20 2.46 1.24
H 3.47 2.00 0.08
H 1.84 0.12 1.78
H 0.51 -0.48 0.16
H 1.85 -0.51 -0.97
H -0.12 2.15 -2.27
H -1.10 1.12 -0.99
H -0.09 0.54 -2.31
H 3.02 -1.55 1.34
H 4.14 -0.40 1.47
C -3.87 4.37 4.27
O -4.53 5.63 4.11
C -4.23 6.41 2.92
C -4.68 7.85 3.29
N -6.14 8.08 3.28
C -6.37 9.48 3.55
C -7.84 9.69 3.86
O -8.13 8.95 5.09
C -7.53 9.65 6.22
H -4.43 3.57 4.76
H -2.86 4.45 4.67
H -3.77 3.91 3.28
H -4.58 5.93 2.01
H -3.15 6.38 2.75
H -4.16 8.54 2.64
H -4.37 8.08 4.31
H -6.50 7.56 4.06
H -6.06 10.08 2.70
H -5.64 9.74 4.33
H -8.44 9.23 3.07
H -8.09 10.73 4.04
H -8.13 9.39 7.08
H -7.31 10.72 6.23
H -6.54 9.29 6.49
C -1.78 10.02 -16.26
O -1.30 9.00 -15.32
C -1.76 9.07 -14.00
C -1.02 8.00 -13.25
N -1.35 6.60 -13.72
C -2.71 6.10 -13.43
C -2.61 4.71 -12.71
O -2.20 4.75 -11.32
C -2.80 3.62 -10.57
H -1.10 10.18 -17.10
H -1.92 10.98 -15.77
H -2.71 9.61 -16.65
H -2.83 8.92 -13.89
H -1.45 10.01 -13.56
H -1.19 8.10 -12.18
H 0.05 8.17 -13.31
H -1.12 6.56 -14.70
H -3.30 6.10 -14.35
H -3.14 6.91 -12.84
H -2.01 4.08 -13.38
H -3.59 4.24 -12.80
H -2.61 2.74 -11.18
H -3.88 3.75 -10.50
H -2.39 3.38 -9.59
C -15.96 -4.38 2.18
O -15.05 -3.41 2.68
C -14.57 -2.55 1.58
C -13.54 -1.58 2.14
N -13.00 -0.64 1.15
C -11.96 -1.46 0.50
C -11.16 -0.63 -0.56
O -10.39 0.36 0.09
C -9.21 -0.23 0.71
H -15.47 -5.19 1.65
H -16.76 -3.97 1.56
H -16.36 -5.05 2.94
H -15.39 -2.08 1.03
H -14.14 -3.16 0.79
H -12.75 -2.12 2.67
H -14.13 -1.01 2.85
H -12.50 0.09 1.63
H -12.41 -2.27 -0.07
H -11.23 -1.91 1.16
H -11.96 -0.20 -1.17
H -10.46 -1.17 -1.19
H -8.81 0.68 1.14
H -8.48 -0.45 -0.07
H -9.34 -0.93 1.53
C 10.24 -1.65 1.95
O 10.02 -1.45 3.28
C 10.00 -0.02 3.76
C 9.59 0.06 5.23
N 10.59 -0.17 6.29
C 11.17 -1.53 6.13
C 11.76 -2.07 7.45
O 10.67 -2.31 8.31
C 10.15 -3.68 8.25
H 10.77 -2.60 1.95
H 10.99 -0.98 1.53
H 9.42 -1.51 1.25
H 9.33 0.64 3.21
H 11.01 0.40 3.73
H 8.77 -0.61 5.48
H 9.07 1.02 5.31
H 9.97 -0.15 7.08
H 11.97 -1.59 5.38
H 10.46 -2.24 5.72
H 12.48 -1.38 7.87
H 12.44 -2.91 7.26
H 9.88 -3.82 7.21
H 9.29 -3.84 8.90
H 10.97 -4.40 8.39
C 3.17 -4.31 8.85
O 2.07 -4.73 9.63
C 2.48 -5.74 10.52
C 1.37 -6.58 11.15
N 0.61 -5.76 12.00
C -0.34 -6.62 12.72
C -1.55 -5.92 13.47
O -2.80 -5.74 12.74
C -3.62 -4.92 13.46
H 3.72 -3.72 9.59
H 2.74 -3.65 8.10
H 3.87 -5.04 8.43
H 2.96 -5.22 11.35
H 3.22 -6.43 10.11
H 1.79 -7.45 11.64
H 0.88 -7.01 10.28
H 0.05 -5.33 11.28
H 0.18 -7.33 13.36
H -0.99 -7.14 12.01
H -1.14 -4.92 13.67
H -1.79 -6.51 14.35
H -4.29 -4.49 12.71
H -3.21 -4.01 13.91
H -4.19 -5.35 14.28
C 16.98 7.90 -4.29
O 16.09 7.98 -3.12
C 16.39 6.99 -2.19
C 15.80 7.53 -0.88
N 14.43 7.97 -0.94
C 13.44 6.91 -1.14
C 11.98 7.40 -0.87
O 10.92 6.41 -0.97
C 10.29 6.46 -2.27
H 17.81 8.61 -4.21
H 16.41 8.18 -5.17
H 17.48 6.93 -4.21
H 17.45 6.87 -1.94
H 15.97 6.03 -2.49
H 16.31 8.47 -0.66
H 15.95 6.84 -0.06
H 14.58 8.30 -1.88
H 13.49 5.96 -0.59
H 13.42 6.52 -2.16
H 11.73 8.29 -1.44
H 11.92 7.73 0.16
H 9.21 6.43 -2.12
H 10.37 5.50 -2.78
H 10.64 7.15 -3.03
C 2.60 -3.02 -7.10
O 3.57 -2.35 -7.86
C 4.00 -1.06 -7.39
C 2.82 -0.02 -7.63
N 3.33 1.22 -8.12
C 4.09 2.06 -7.15
C 4.37 3.48 -7.68
O 3.29 4.44 -7.35
C 2.26 4.40 -8.28
H 2.29 -3.92 -7.62
H 1.71 -2.38 -7.08
H 2.92 -3.27 -6.09
H 4.82 -0.71 -8.02
H 4.42 -1.21 -6.39
H 2.21 0.37 -6.82
H 2.16 -0.47 -8.37
H 2.58 1.72 -8.58
H 4.99 1.57 -6.76
H 3.56 2.13 -6.20
H 4.64 3.43 -8.73
H 5.20 3.91 -7.12
H 2.73 4.35 -9.26
H 1.59 5.26 -8.17
H 1.81 3.42 -8.14
C -5.51 -5.29 -3.63
O -5.33 -5.67 -2.27
C -6.61 -5.83 -1.59
C -6.41 -6.12 -0.02
N -5.41 -5.28 0.49
C -5.04 -5.68 1.83
C -4.09 -4.64 2.55
O -3.65 -5.33 3.73
C -4.59 -5.53 4.84
H -5.96 -4.30 -3.52
H -6.19 -5.92 -4.21
H -4.61 -5.08 -4.20
H -7.08 -6.74 -1.97
H -7.36 -5.06 -1.73
H -6.30 -7.20 -0.13
H -7.36 -5.86 0.46
H -4.68 -5.57 -0.14
H -4.44 -6.59 1.83
H -5.92 -5.75 2.46
H -4.68 -3.76 2.81
H -3.27 -4.38 1.88
H -5.07 -4.57 5.02
H -4.16 -5.94 5.75
H -5.34 -6.28 4.59
C 2.01 -9.49 2.85
O 1.59 -10.78 2.46
C 0.60 -11.31 3.29
C 0.20 -12.59 2.78
N 1.25 -13.60 2.95
C 0.85 -14.88 2.34
C 1.97 -15.98 2.35
O 1.50 -17.12 1.67
C 2.30 -18.27 1.54
H 2.74 -9.52 3.66
H 1.20 -8.81 3.13
H 2.53 -9.00 2.02
H -0.22 -10.59 3.35
H 1.03 -11.48 4.27
H -0.18 -12.63 1.76
H -0.65 -12.80 3.42
H 2.02 -13.20 2.44
H 0.56 -14.75 1.30
H -0.02 -15.30 2.85
H 2.43 -16.09 3.32
H 2.73 -15.59 1.67
H 2.32 -18.84 2.46
H 3.34 -18.00 1.36
H 1.91 -18.92 0.76
```

Summary:
Charge: 0
E_HOMO, eV: -8.510
HOMO-LUMO gap, eV: 8.81
Structure (SMILES): COC[C@H](C)N.COC[C@H](C)N.COCCNCCOC.COCCNCCOC.COCCNCCOC.COCCNCCOC.COCCNCCOC.COCCNCCOC.COCCNCCOC.COCCNCCOC.COCCNCCOC
Relative energy (zero: lowest compared OMol25 entry of this formula, charge and spin), eV: 11.6225
LUMO level, hartree: 0.0110


E, record by record: -8294.2677 -63711.2719 -23367.8793 -8335.5461 -124156.4491 eV